This record from the OMol25 dataset describes CH2N2O2S2 as an isolated structure in a non-equilibrium geometry. The level of theory is ωB97M-V/def2-TZVPD.

## Properties
Largest force on an atom ... 5.6 eV/A
HOMO ... -9.87 eV
ΔE to the lowest compared entry with this formula, charge and spin ... 236.66 kJ/mol
HOMO-LUMO gap ... 0.3189 hartree
E ... -29811.698 eV

Each line ends with the Löwdin charge.
Geometry (Å):
C 1.85489 1.45811 1.04309  -0.9654
N 0.72739 1.08694 0.75688  -0.0269
N -0.68765 -0.28731 -1.34896  -0.0731
O 1.88475 1.23307 -1.61500  -0.3167
O 1.82236 -0.90971 -0.40825  -0.3108
S 3.20188 1.85480 1.62596  0.8508
S 1.08040 0.24888 -0.90185  0.7387
H -1.58810 0.11935 -1.51150  0.0375
H -0.44422 -1.02449 -2.07924  0.0658